Here is 3 unconnected molecules or ions with the total composition C9H25BNO6S in a non-equilibrium geometry from OMol25. Energies are from ωB97M-V with the def2-TZVPD basis set.

```
! RIJCOSX wB97M-V def2-TZVPD def2/J DEFGRID3
* xyz -1 1
S -0.02199 2.61653 4.86326
O 0.05283 -1.06079 4.51192
O 0.64681 -1.95396 -5.94440
O -1.04817 0.64988 3.39939
O -0.79609 3.83795 4.45997
O 0.31338 0.60130 -2.57604
O 0.40177 2.81305 6.28754
N 0.15749 -1.19918 2.12732
C 2.91394 -1.61046 -5.17632
C -0.83541 1.41137 -2.79609
C 1.43213 2.36107 3.80516
C -0.48828 -0.20252 5.47935
C 1.95588 -2.51720 -5.92472
C -0.39623 -1.13337 0.77024
C -1.88971 -0.74227 0.62710
C -1.04700 1.10333 4.70985
C -1.86732 0.65469 -3.61058
B -0.76295 -0.81783 3.26033
H -2.15954 -0.26226 -3.09700
H -1.24138 1.68238 -1.82162
H -1.32138 -0.78936 5.92482
H -2.59722 -1.46488 1.07554
H 0.22076 0.20572 6.22773
H 2.57090 -1.45557 -4.15174
H -0.28514 -2.15215 0.31095
H 2.96186 -0.62656 -5.65172
H 2.12742 3.21812 3.85262
H 1.89936 1.40049 4.08585
H 1.89133 -3.48988 -5.43779
H -2.75847 1.26336 -3.77968
H 3.91969 -2.03418 -5.14997
H 0.20429 -0.45772 0.12199
H 1.06746 -0.76385 2.19176
H 0.67619 0.37140 -3.43530
H -2.04815 1.34735 5.11607
H -1.73407 -1.53102 3.37117
H -2.11886 -0.77457 -0.46975
H 0.70493 -1.10166 -6.38319
H -2.12054 0.30032 0.92632
H 2.29037 -2.66949 -6.95685
H -0.52970 2.32979 -3.31072
H -1.45358 0.36167 -4.57998
H 1.11240 2.28096 2.74720
*
```

The calculation puts the HOMO-LUMO gap at 6.48 eV. For the LUMO energy, the calculation gives 0.079 Ha.

=====

Here is 2 unconnected molecules or ions with the total composition C2H4N2O3 in a non-equilibrium geometry from OMol25. Energies are from ωB97M-V with the def2-TZVPD basis set.

```
! RIJCOSX wB97M-V def2-TZVPD def2/J DEFGRID3
* xyz 0 1
O 2.70917 -2.13009 -0.71406
O 1.36372 0.34451 2.90624
O 2.74828 -1.25306 3.06008
N 2.45028 -1.54038 0.26243
N 2.06280 -0.49958 2.40744
C 2.00269 -0.76400 0.98431
C 0.63591 0.85098 -1.05237
H 1.28196 1.28272 -1.69456
H 1.13843 0.66727 -0.10634
H 0.43065 -0.07908 -1.38692
H -0.22089 1.39862 -1.00812
*
```

The calculation puts the HOMO-LUMO gap at 9.83 eV. The energy above the lowest of the compared OMol25 structures with the same formula, charge and spin comes out at 8.867 eV. For the LUMO energy, the calculation gives -0.042 Ha.

=====

Here is a molecular structure, C33H35F5HgN4P2S in a non-equilibrium geometry from OMol25. Energies are from ωB97M-V with the def2-TZVPD basis set.

```
! RIJCOSX wB97M-V def2-TZVPD def2/J DEFGRID3
* xyz 0 1
Hg 2.66951 0.24105 -0.70115
S 2.54396 -3.38050 4.67364
P 0.27223 2.45179 -2.43543
P 0.54375 -0.68873 -3.47209
F 0.38679 -4.08908 6.55849
F 2.69510 -2.71937 10.43203
F 5.04665 -2.38984 8.94310
F 4.92820 -2.88270 6.24538
F 0.32072 -3.32959 9.20726
N -1.01612 3.51287 -1.82774
N -1.09934 -1.28687 -3.12725
N 0.75917 -1.91126 -4.74875
N 1.01645 3.79960 -3.36990
C -2.87110 -1.73336 -1.77142
C 3.20939 0.08228 1.39086
C -1.48639 -1.68584 -1.84590
C 2.34600 4.19721 -3.18622
C -1.13671 3.90495 -0.49143
C 1.47065 -3.54019 7.14598
C -2.97585 -0.63938 3.70592
C -2.02873 4.15272 -2.55109
C 0.60558 -3.39872 -6.45577
C 1.46843 -3.25302 8.49848
C -2.26088 -1.14055 -3.89051
C -2.38182 0.67924 3.34846
C -2.23360 4.74378 -0.35794
C 0.49512 4.55075 -4.42286
C -0.75923 1.80494 -3.83392
C -0.85751 -0.01490 1.37622
C -3.36526 -1.42594 -3.08430
C -0.11213 -2.49360 -5.67801
C -2.04422 -1.39444 4.67625
C -0.06001 0.66069 -4.58145
C 2.68174 -2.88782 9.10441
C 2.03778 -2.43986 -4.97981
C 2.67554 5.14756 -4.14503
C -0.77656 -1.94448 4.07277
C 1.96906 -3.36099 -6.01037
C -1.64215 0.95124 2.25289
C 3.81665 -2.96519 7.00169
C -2.79782 4.91198 -1.66416
C -1.09065 -1.48910 1.59586
C 1.49660 5.36935 -4.92362
C 3.87099 -2.73723 8.36756
C -0.31613 -1.94538 2.80277
C 2.60902 -3.30826 6.33118
H 2.68375 -0.63334 1.97459
H -1.77496 -0.73363 5.51511
H -0.71414 0.28507 -5.37967
H -3.65660 5.50511 -1.92580
H -3.45751 -1.93189 -0.88059
H 2.80219 -3.91846 -6.41579
H -3.98064 -0.50706 4.13679
H -1.30840 1.97546 2.05834
H -0.98669 2.57772 -4.58292
H 0.21506 -3.99109 -7.26633
H -0.53139 4.44219 -4.75728
H -1.15664 -2.23039 -5.73784
H 0.21737 0.25010 1.48003
H -1.72236 1.48749 -3.40590
H -0.09676 -2.44560 4.78473
H -2.74952 1.50374 3.95482
H -0.69438 -2.03481 0.74502
H -0.73201 -1.92620 -1.11295
H -0.42696 3.53514 0.23643
H -3.09455 -1.25818 2.81809
H -2.66790 -2.22546 5.05663
H -2.59897 5.17325 0.56510
H 0.51160 -2.64048 2.61350
H 3.64394 5.60843 -4.27820
H 0.85034 1.03137 -5.07338
H -2.15166 4.00460 -3.60855
H -2.23004 -0.83623 -4.92647
H 1.39950 6.04845 -5.75421
H 4.15870 -0.43296 1.30361
H -2.15418 -1.78086 1.56461
H -1.04109 0.18791 0.31781
H -4.38765 -1.42284 -3.40901
H 2.86987 -2.09485 -4.39010
H 2.92784 3.76444 -2.39530
H 3.41198 0.97809 2.00003
*
```

The calculation puts the HOMO-LUMO gap (alpha / beta) at 7.43 / 4.26 eV. The energy above the lowest of the compared OMol25 structures with the same formula, charge and spin comes out at 0.000 eV. For the LUMO energy (alpha / beta), the calculation gives -0.031 / -0.102 Ha.

=====

Here is a single C4H5NO molecule in a non-equilibrium geometry from OMol25. Energies are from ωB97M-V with the def2-TZVPD basis set.

```
! RIJCOSX wB97M-V def2-TZVPD def2/J DEFGRID3
* xyz 0 1
O -0.72653 0.38803 -1.78673
N 2.30155 0.95572 -1.23528
C -0.51956 -0.62994 0.36440
C 1.54453 0.61468 -0.43161
C 0.70057 0.24708 0.71300
C -1.28151 -0.05584 -0.81340
H 1.35029 -0.27507 1.42180
H -1.18998 -0.74467 1.22505
H 0.38478 1.18126 1.19201
H -0.17865 -1.63794 0.09606
H -2.38548 -0.04331 -0.74531
*
```

The calculation puts the HOMO-LUMO gap at 10.64 eV. The energy above the lowest of the compared OMol25 structures with the same formula, charge and spin comes out at 0.876 eV. For the LUMO energy, the calculation gives 0.019 Ha. The SMILES is N#CCCC=O.

=====

Here is a molecular structure, C18H18ClO5Os in a non-equilibrium geometry from OMol25. Energies are from ωB97M-V with the def2-TZVPD basis set.

```
! RIJCOSX wB97M-V def2-TZVPD def2/J DEFGRID3
* xyz 1 5
Os -1.20186 0.79772 1.49876
Cl -1.72063 2.70763 5.52395
O -0.40674 1.94266 5.62015
O 0.45139 -0.70798 -1.58133
O -2.79055 1.77753 5.00324
O -1.64468 -0.43875 3.03484
O -1.55116 3.87568 4.56723
C -2.15007 1.66027 -0.25479
C 1.04535 0.61155 1.73272
C -3.13315 1.29244 0.72373
C -0.27459 -0.35885 3.47544
C 2.80206 -3.20255 -3.55204
C 2.20303 -2.09636 -2.95668
C 1.14076 -1.45703 -3.65469
C 0.55790 -1.40162 2.74013
C -1.67164 2.81334 1.69674
C 0.32195 0.94027 2.91835
C 1.27271 -0.82801 1.73627
C 2.24831 -3.73885 -4.71775
C 0.52980 -0.34966 -2.92630
C 1.11948 -3.17918 -5.32165
C 0.51719 -2.05064 -4.75960
C -2.84310 2.00736 1.93665
C 1.30780 0.46506 -1.91077
C -1.26222 2.60857 0.34377
H 0.78424 1.37428 -1.59723
H -2.08551 1.28342 -1.27791
H -0.22705 0.26518 -3.38877
H 1.56941 1.31396 1.07486
H -3.93078 0.57367 0.58689
H 0.50234 -2.46365 3.00257
H -3.37831 1.94313 2.86788
H -0.41006 -0.43146 4.56856
H 2.41131 0.41076 -2.02255
H 0.66873 -3.62270 -6.20701
H -0.42360 3.09732 -0.13761
H -1.20554 3.47623 2.39997
H 2.68604 -4.64558 -5.11058
H 3.66435 -3.61630 -3.03228
H 2.55011 -1.70023 -1.99988
H 2.03836 -1.31485 1.10437
H 0.29634 1.91009 3.39820
H -0.37771 -1.54389 -5.14585
*
```

The calculation puts the HOMO-LUMO gap (alpha / beta) at 7.85 / 2.66 eV. The energy above the lowest of the compared OMol25 structures with the same formula, charge and spin comes out at 1.757 eV. For the LUMO energy (alpha / beta), the calculation gives -0.115 / -0.310 Ha.

=====

Here is a molecular structure, C4H4O5Tl in a non-equilibrium geometry from OMol25. Energies are from ωB97M-V with the def2-TZVPD basis set.

```
! RIJCOSX wB97M-V def2-TZVPD def2/J DEFGRID3
* xyz -1 1
Tl 1.39758 1.30570 -1.21613
O 0.36401 1.31581 0.81614
O -0.67627 -0.20667 -1.05444
O 2.50724 1.23808 0.61129
O 1.15928 -0.43531 -2.27321
O -0.23490 -2.16969 -2.05734
C 0.11009 -1.00340 -1.88342
C -0.78991 0.59128 1.17743
C -0.93298 -0.63210 0.27582
C 1.61661 0.91600 1.40494
H -1.65102 1.26246 1.05672
H -1.94520 -1.05410 0.35669
H -0.19477 -1.39708 0.55657
H -0.72976 0.26901 2.22894
*
```

The calculation puts the HOMO-LUMO gap at 6.25 eV. The energy above the lowest of the compared OMol25 structures with the same formula, charge and spin comes out at 2.192 eV. For the LUMO energy, the calculation gives 0.119 Ha.

=====

no.,calculated total energy (eV),molecular weight (Da)
1,-35026.5636,286.18
2,-11253.7000,104.06
3,-87917.4515,877.27
4,-7765.6508,83.09
5,-44162.5540,540.02
6,-19143.0806,336.45